[1]
ORCA calculation (the ωB97M-V functional and the def2-TZVPD basis) on a single C13H10ClNO molecule.

Output
LUMO level	0.6	eV
HOMO level	-8.89	eV
structure (SMILES)	O=C(Nc1ccccc1Cl)c1ccccc1

Geometry (Å):
H: -2.841 -0.422 1.111
C: -2.310 0.271 1.748
C: 1.401 -1.708 -1.238
C: 2.138 -2.028 -3.501
C: 0.992 -0.416 -1.553
C: -0.935 2.040 3.369
N: -0.318 -0.143 0.439
H: 1.304 -2.082 -0.229
C: -2.966 0.910 2.782
H: -4.013 0.713 2.956
C: 0.394 0.503 -0.543
H: -0.385 2.718 4.002
H: -2.791 2.320 4.385
C: 1.974 -2.507 -2.211
H: 0.878 1.081 -3.065
H: 2.297 -3.507 -1.962
C: -0.270 1.385 2.344
C: 1.744 -0.738 -3.815
C: 1.180 0.068 -2.844
C: -0.961 0.511 1.502
H: 2.581 -2.658 -4.257
H: 1.881 -0.359 -4.817
O: 0.513 1.706 -0.594
C: -2.281 1.808 3.584
H: -0.633 -1.081 0.242
Cl: 1.428 1.616 2.164

Atomic partial charges in e from the Mulliken method, atoms 1 to 5: H 0.36; C -0.54; C -0.34; C -0.37; C 0.36

***

[2]
ORCA calculation (the ωB97M-V functional and the def2-TZVPD basis) on a single C4H2N4 molecule in a non-equilibrium geometry.

Output
LUMO level	-2.2	eV
HOMO level	-11.71	eV
structure (SMILES)	[H]/N=C(C#N)/C(C#N)=N\[H]

Geometry (Å):
C: 1.594 0.352 -1.119
H: 0.692 -1.989 0.956
H: -2.284 -0.409 1.227
N: -1.409 2.370 -0.453
N: 2.240 0.893 -1.919
C: -0.546 0.042 0.253
C: 0.796 -0.378 -0.150
C: -1.042 1.317 -0.131
N: 1.292 -1.483 0.306
N: -1.331 -0.715 1.029

Atomic partial charges in e from the Mulliken method, atoms 1 to 5: C 0.07; H 0.31; H 0.28; N -0.34; N -0.36

***

[3]
ORCA calculation (the ωB97M-V functional and the def2-TZVPD basis) on a molecular structure, C23H31CaN10O3P in a non-equilibrium geometry.

Output
net charge	+2
LUMO level	-6.1	eV
HOMO level	-12.77	eV

Geometry (Å):
N: -1.404 -4.291 1.611
H: -2.183 1.050 -4.231
N: 6.354 1.064 -0.057
H: 0.003 -1.896 -2.743
C: 4.960 5.008 -0.271
C: -1.837 -6.456 1.420
O: -1.154 3.618 0.851
H: 0.642 -4.318 -1.156
C: -2.416 0.672 1.305
N: -2.042 -5.237 2.146
C: -3.831 1.087 1.791
O: -2.050 1.311 0.022
C: 2.352 5.195 0.421
C: 5.175 0.504 0.242
C: 4.201 3.830 -0.057
C: -2.419 4.387 0.710
C: -1.096 2.046 -2.666
C: 0.770 -1.626 -0.679
H: -1.243 -8.929 -1.570
N: 4.394 6.197 -0.127
H: -0.942 -3.764 -1.320
H: 7.234 0.607 -0.214
H: -3.282 -7.918 2.231
N: 6.230 2.422 -0.197
H: -2.204 5.086 -0.161
H: 5.052 -0.558 0.409
H: 2.610 7.303 0.404
H: -0.652 1.131 -2.310
H: -2.780 2.687 -3.849
H: -2.326 -0.413 1.078
C: 0.841 -1.015 1.419
C: -2.364 1.799 -3.408
C: -0.178 -3.822 -0.572
H: -1.698 5.734 2.229
H: -3.463 5.845 1.779
C: -0.773 -6.954 -0.719
C: 0.882 -1.552 -2.152
H: -2.885 4.412 2.806
C: -2.614 5.181 2.015
H: 1.732 -2.098 -2.530
H: 6.057 4.975 -0.504
H: 1.325 5.216 0.835
C: 3.086 6.313 0.248
H: 1.044 -0.504 -2.373
H: -2.871 -9.433 0.249
C: 0.172 -2.181 1.418
C: -2.558 -7.680 1.403
H: -3.127 1.376 -2.793
P: -0.803 2.323 -0.094
H: -0.325 2.419 -3.348
H: -3.186 3.628 0.494
N: 1.305 -0.712 0.135
N: -0.722 -4.765 0.452
H: 0.999 -0.324 2.236
H: -4.331 1.754 1.124
C: -2.361 -8.471 0.270
C: -1.433 -8.200 -0.734
O: -1.129 3.005 -1.556
H: -4.412 0.114 1.928
H: -0.092 -2.839 2.210
H: -1.653 0.947 2.046
Ca: 2.016 1.606 0.327
H: -0.054 -6.691 -1.464
C: 4.946 2.590 -0.066
C: -1.071 -6.069 0.316
N: 2.941 3.936 0.368
N: 4.241 1.450 0.137
N: 0.112 -2.573 0.007
H: -3.712 1.462 2.827

Atomic partial charges in e from the Mulliken method, atoms 1 to 5: N 0.06; H 0.36; N 0.07; H 0.38; C -0.34

***

[4]
ORCA calculation (the ωB97M-V functional and the def2-TZVPD basis) on 2 unconnected molecules or ions with the total composition C4H8N2S in a non-equilibrium geometry.

Output
LUMO level	0.6	eV
HOMO level	-8.60	eV
structure (SMILES)	N=C=CCS.C=N

Geometry (Å):
C: 0.177 0.094 -1.963
H: 1.693 1.037 -2.699
N: 0.995 2.357 1.261
H: -1.233 -0.670 2.303
H: 1.095 -0.419 0.282
N: 0.745 1.196 -2.297
H: -0.125 -1.972 1.740
S: -1.751 -1.514 0.037
C: -0.688 -1.061 1.449
C: 0.301 -0.024 0.980
H: -0.767 0.236 -1.419
H: 0.465 -1.008 -2.068
H: -2.165 -2.713 0.447
H: 0.820 3.192 0.723
C: 0.439 1.269 1.223

Atomic partial charges in e from the Mulliken method, atoms 1 to 5: C -0.27; H 0.23; N -0.49; H 0.35; H 0.34

***

[5]
ORCA calculation (the ωB97M-V functional and the def2-TZVPD basis) on a single C5H7NO molecule in a non-equilibrium geometry.

Output
LUMO level	0.8	eV
HOMO level	-10.50	eV
structure (SMILES)	C[C@H](C#N)CC=O

Geometry (Å):
H: -0.525 1.046 0.885
N: -2.114 1.436 -1.818
H: -1.742 -1.413 -0.353
C: 1.890 0.147 0.587
C: 0.881 0.286 -0.530
H: -1.731 -0.890 1.341
H: 0.992 -0.562 -1.218
C: -1.426 0.996 -0.999
C: -0.551 0.386 0.011
C: -1.122 -0.983 0.439
H: 1.159 1.177 -1.109
O: 1.609 0.207 1.758
H: 2.941 -0.001 0.263
H: -0.313 -1.684 0.654

Atomic partial charges in e from the Mulliken method, atoms 1 to 5: H 0.30; N -0.43; H 0.39; C 0.06; C -0.98

***

[6]
ORCA calculation (the ωB97M-V functional and the def2-TZVPD basis) on 9 unconnected molecules or ions with the total composition C14H46O9 in a non-equilibrium geometry.

Output
net charge	+1
LUMO level (alpha / beta)	-2.5 / -9.3	eV
HOMO level (alpha / beta)	-12.09 / -12.09	eV
multiplicity	2

Geometry (Å):
H: 6.000 1.825 -0.162
H: -2.804 -0.163 2.155
O: 0.922 1.471 -2.357
C: -3.581 -3.186 0.050
C: -1.906 3.414 -0.246
H: 2.770 -1.339 -0.390
O: -0.844 -0.904 2.727
H: 3.158 2.729 2.187
O: -0.897 -5.767 -0.421
H: -1.136 -6.018 -1.316
C: -2.615 -0.499 4.259
H: -0.468 4.007 1.405
C: 5.729 1.381 -1.120
H: -2.963 -1.064 -0.069
H: -0.465 -3.754 -0.932
O: -0.095 -0.738 -0.019
H: 0.089 4.004 -0.223
C: 1.331 1.571 2.289
H: -0.736 -0.900 1.773
H: 2.307 2.891 0.702
H: 4.207 1.358 -2.639
C: -0.094 0.264 -4.150
H: 1.713 0.585 2.023
H: -0.856 5.370 0.212
H: -2.834 4.606 -1.445
H: -3.029 -1.500 4.134
C: 4.280 1.659 -1.594
H: -1.081 0.023 -4.547
H: 5.765 0.311 -0.918
H: 4.142 2.725 -1.415
H: 6.524 1.664 -1.810
H: 2.483 1.085 -1.140
C: -0.310 1.181 -2.999
H: 0.690 -1.059 -0.464
H: -2.679 3.473 0.520
H: 1.337 -3.856 1.178
H: -2.796 -2.139 -1.545
O: 3.382 0.938 -0.838
H: -1.851 -0.354 5.023
H: 0.467 -0.621 -3.851
H: -1.017 0.703 -2.321
H: -4.721 -0.899 -1.764
C: -3.415 -1.825 -0.705
H: -1.743 1.008 2.922
H: 2.586 -2.706 -1.014
C: -0.037 -4.642 -0.466
H: -0.219 -4.226 1.729
C: -2.027 -0.044 2.910
H: -4.373 -3.172 0.799
H: 0.424 0.798 -4.946
C: 2.150 2.772 1.774
H: -3.431 0.106 4.653
H: 1.772 3.759 2.039
H: 0.790 -4.777 -1.163
O: -4.626 -1.305 -0.900
H: 0.847 -5.569 1.227
H: 0.470 0.883 3.786
C: -0.758 4.300 0.396
H: 0.431 1.461 1.685
H: -0.733 2.124 -3.347
O: -2.180 3.912 -1.559
H: -3.739 -4.111 -0.505
H: 1.225 2.297 -2.741
H: -2.654 -3.201 0.623
C: 0.520 -4.555 0.999
O: 2.158 -1.856 -0.914
H: -1.517 2.398 -0.309
O: 0.956 1.699 3.642
H: -0.394 -0.006 -0.558

Atomic partial charges in e from the Mulliken method, atoms 1 to 5: H 0.31; H 0.26; O -0.38; C -0.92; C 0.13